Molecular formula: C2H4AgMgO2
Method: DFT, wB97M-V/def2-TZVPD

The frontier orbital gap comes out at 0.1924 hartree. The total energy comes out at -575.8317 Ha. The energy relative to the best compared isomer or geometry (same formula, charge and spin) comes out at 31.6 kcal per mole. The net charge is +1.

Last column: Mulliken charge in e.
CARTESIAN COORDINATES (ANGSTROEM)
C (-0.883, -0.631, -0.218)  0.242
H (-1.808, -1.130, -0.535)  0.224
H (2.820, 1.196, 0.110)  0.256
O (1.951, 1.575, -0.016)  -0.727
H (0.372, -1.127, -1.832)  0.228
Mg (0.459, 1.520, 1.109)  1.050
O (-0.990, 0.118, 0.916)  -0.674
H (1.154, -1.227, -0.091)  0.223
C (0.298, -1.040, -0.748)  -0.619
Ag (-3.373, 0.746, 1.304)  0.797